The following is a DFT calculation (ωB97M-V with the def2-TZVPD basis set) of the molecule C24H34O7.

Last columns: bonded neighbours and bond lengths (Å).
CARTESIAN COORDINATES (ANGSTROEM)
1 H -2.34146 -4.64321 -1.44616  C11 1.093
2 O 5.42810 1.08441 0.22769  C33 1.409, C36 1.371
3 C -3.27027 3.29596 2.43981  H24 1.086, H35 1.087, H60 1.087, C63 1.522
4 C -5.24485 -2.09318 0.03081  H18 1.092, H26 1.093, C47 1.524, C52 1.529
5 O -0.14121 2.21661 -1.52375  C23 1.329, C41 1.426
6 H 7.87162 -1.74072 -0.26377  C56 1.090
7 C 0.69848 0.09087 0.97828  H8 1.086, C10 1.443, C58 1.347
8 H 0.08032 -0.56464 1.58392  C7 1.086
9 H -3.99768 -0.53429 0.86809  C47 1.086
10 C 2.05310 -0.35063 0.74677  C7 1.443, C44 1.403, C53 1.397
11 C -1.89183 -3.69250 -1.14967  H1 1.093, C17 1.528, C25 1.527, H29 1.091
12 H -1.63346 4.33156 -2.16749  C20 1.087
13 H -3.47940 3.66605 0.31273  C63 1.092
14 H 1.72617 -3.75990 0.85368  C27 1.091
15 H 0.69474 -2.62719 1.72708  C27 1.094
16 H -0.15372 2.77168 -3.45527  C41 1.092
17 C -0.54556 -3.96092 -0.47865  C11 1.528, H21 1.095, H48 1.091, C49 1.514
18 H -5.29671 -2.65277 0.96766  C4 1.092
19 H 4.38712 2.73629 -0.49055  C33 1.093
20 C -0.56200 4.50798 -2.21676  H12 1.087, H31 1.086, H39 1.087, C41 1.522
21 H 0.03763 -4.65566 -1.09121  C17 1.095
22 O 0.20263 -1.76861 -1.08896  C49 1.201
23 C 0.56772 2.22991 -0.39928  O5 1.329, O30 1.208, C58 1.491
24 H -4.29247 3.58381 2.66843  C3 1.086
25 C -2.85081 -2.94369 -0.22657  C11 1.527, H37 1.091, C52 1.527, H54 1.094
26 H -6.22662 -2.15783 -0.44635  C4 1.093
27 C 1.28375 -2.76319 0.81484  H14 1.091, H15 1.094, C44 1.498, C49 1.526
28 H 4.74380 2.75471 1.25528  C33 1.094
29 H -1.72108 -3.10081 -2.05047  C11 1.091
30 O 1.48193 2.98853 -0.18233  C23 1.208
31 H -0.35282 5.22848 -3.00257  C20 1.086
32 C -1.35567 1.35807 0.95579  O42 1.209, O50 1.337, C58 1.481
33 C 5.11999 2.45887 0.27155  O2 1.409, H19 1.093, H28 1.094, H61 1.089
34 C 3.66213 -2.10401 0.48138  H38 1.080, C40 1.393, C44 1.382
35 H -2.98067 2.47490 3.09074  C3 1.087
36 C 4.40737 0.18174 0.37730  O2 1.371, C40 1.410, C53 1.384
37 H -2.41785 -1.97701 0.03297  C25 1.091
38 H 3.92282 -3.15014 0.42510  C34 1.080
39 H -0.22957 4.91369 -1.26449  C20 1.087
40 C 4.70481 -1.19522 0.31625  C34 1.393, C36 1.410, O62 1.358
41 C 0.16777 3.20387 -2.50554  O5 1.426, H16 1.092, C20 1.522, H64 1.095
42 O -1.99236 0.52397 1.55677  C32 1.209
43 H -4.86718 -0.06547 -0.59749  C47 1.089
44 C 2.35435 -1.72053 0.71083  C10 1.403, C27 1.498, C34 1.382
45 H -4.59235 -3.72021 -1.20657  C52 1.094
46 H -3.79963 1.97700 0.81342  C63 1.094
47 C -4.93666 -0.63138 0.33026  C4 1.524, H9 1.086, H43 1.089, H59 1.089
48 H -0.68743 -4.42122 0.50060  C17 1.091
49 C 0.29411 -2.70814 -0.34571  C17 1.514, O22 1.201, C27 1.526
50 O -1.83162 2.55966 0.61333  C32 1.337, C63 1.427
51 H 2.85449 1.61148 0.66017  C53 1.075
52 C -4.21234 -2.74473 -0.88908  C4 1.529, C25 1.527, H45 1.094, H57 1.092
53 C 3.09523 0.56618 0.58890  C10 1.397, C36 1.384, H51 1.075
54 H -2.98376 -3.51281 0.69780  C25 1.094
55 H 7.31881 -0.37550 0.73917  C56 1.092
56 C 7.07602 -1.01061 -0.11472  H6 1.090, H55 1.092, O62 1.411, H65 1.092
57 H -4.09018 -2.13145 -1.78460  C52 1.092
58 C 0.05412 1.18838 0.53611  C7 1.347, C23 1.491, C32 1.481
59 H -5.72742 -0.19727 0.93965  C47 1.089
60 H -2.61158 4.14167 2.62281  C3 1.087
61 H 6.06179 2.96983 0.07565  C33 1.089
62 O 5.91546 -1.77785 0.11837  C40 1.358, C56 1.411
63 C -3.17614 2.85985 0.98432  C3 1.522, H13 1.092, H46 1.094, O50 1.427
64 H 1.25059 3.36843 -2.51816  C41 1.095
65 H 6.97741 -0.39118 -1.00808  C56 1.092

The value obtained for the HOMO energy is -0.288 Ha. The SMILES is CCCCCCC(=O)Cc1cc(OC)c(OC)cc1C=C(C(=O)OCC)C(=O)OCC. For the frontier orbital gap, the calculation gives 8.136 eV. The value obtained for the energy is -1461.59057 hartree. The calculation puts the relative energy (zero: lowest compared OMol25 entry of this formula, charge and spin) at 127.1 kJ/mol. As for the LUMO energy: 0.011 hartree. For the molecular weight, the calculation gives 434.53 g/mol.

Partial atomic charges computed with the Löwdin method, in multiples of e: number 1, H, carries 0.113; number 2, O, carries -0.112; number 3, C, carries -0.055; number 4, C, carries -0.268; number 5, O, carries 0.022; number 6, H, carries 0.093; number 7, C, carries 0.062; number 8, H, carries 0.129; number 9, H, carries 0.042; number 10, C, carries -0.143; number 11, C, carries -0.205; number 12, H, carries 0.075; number 13, H, carries 0.124; number 14, H, carries 0.125; number 15, H, carries 0.136; number 16, H, carries 0.126; number 17, C, carries -0.129; number 18, H, carries 0.105; number 19, H, carries 0.094; number 20, C, carries -0.056; number 21, H, carries 0.130; number 22, O, carries 0.128; number 23, C, carries -0.443; number 24, H, carries 0.077; number 25, C, carries -0.211; number 26, H, carries 0.101; number 27, C, carries -0.067; number 28, H, carries 0.103; number 29, H, carries 0.116; number 30, O, carries 0.110; number 31, H, carries 0.077; number 32, C, carries -0.436; number 33, C, carries -0.066; number 34, C, carries 0.054; number 35, H, carries 0.075; number 36, C, carries -0.173; number 37, H, carries 0.104; number 38, H, carries 0.128; number 39, H, carries 0.078; number 40, C, carries -0.181; number 41, C, carries -0.203; number 42, O, carries 0.096; number 43, H, carries 0.077; number 44, C, carries -0.167; number 45, H, carries 0.109; number 46, H, carries 0.106; number 47, C, carries -0.118; number 48, H, carries 0.119; number 49, C, carries -0.383; number 50, O, carries 0.005; number 51, H, carries 0.089; number 52, C, carries -0.226; number 53, C, carries 0.063; number 54, H, carries 0.121; number 55, H, carries 0.095; number 56, C, carries -0.072; number 57, H, carries 0.116; number 58, C, carries -0.009; number 59, H, carries 0.071; number 60, H, carries 0.079; number 61, H, carries 0.095; number 62, O, carries -0.062; number 63, C, carries -0.199; number 64, H, carries 0.121; number 65, H, carries 0.096